No. 1
Computed, not measured: a molecular structure, C24H25N7O3Se2Ti at a distorted geometry, with ωB97M-V/def2-TZVPD.

```
62
Properties=species:S:1:pos:R:3:forces:R:3:nbo_charge:R:1
Ti 0.2914 -0.1660 0.5522 -1.783 0.355 -0.411 1.584
C 1.5984 -0.9465 -3.0464 -0.001 -0.015 -0.096 -0.798
Se -0.0857 -0.3893 -2.2425 0.107 -0.120 0.133 0.459
C -0.9220 -2.1670 -2.2241 0.013 -0.063 0.097 -0.554
C -2.0407 -2.3021 -3.2427 0.108 -0.089 -0.052 -0.591
Se -3.5834 -1.1709 -2.8674 0.073 -0.046 0.003 0.297
C -4.4191 -2.4003 -1.6166 -0.038 0.022 0.043 -0.787
H 2.1682 -1.5554 -2.3483 -0.039 0.023 0.034 0.237
H 2.1582 -0.0512 -3.3098 -0.035 0.009 0.012 0.235
H 1.3882 -1.5012 -3.9589 -0.024 0.002 0.022 0.229
H -1.2764 -2.3540 -1.2094 -0.014 0.094 -0.051 0.235
H -0.1104 -2.8687 -2.4247 -0.006 -0.012 0.005 0.225
H -2.3855 -3.3392 -3.2590 -0.028 0.058 -0.011 0.227
H -1.6874 -2.0664 -4.2474 -0.029 0.064 0.040 0.227
H -4.7718 -3.2845 -2.1435 -0.010 0.025 0.025 0.214
H -5.2533 -1.8769 -1.1580 -0.043 0.027 -0.035 0.244
H -3.7324 -2.6790 -0.8222 0.105 0.006 0.032 0.214
C 2.3820 1.8715 -0.8572 0.028 -0.095 -0.176 -0.265
N 1.2801 1.6578 0.0742 0.105 -0.114 0.091 -0.590
C 0.8950 2.6474 0.8267 0.082 0.096 0.135 0.209
C 0.1240 2.3465 1.9607 0.186 0.319 0.038 -0.026
C -0.4943 3.1188 2.9465 0.038 -0.166 -0.014 -0.187
C -0.9915 2.2139 3.8833 0.008 0.034 -0.028 -0.313
C -0.6541 0.9380 3.4287 -0.041 -0.182 0.041 0.023
N 0.0270 1.0059 2.2758 0.017 -0.174 -0.304 -0.558
C 2.1565 2.9628 -1.8815 0.004 -0.014 0.021 0.038
C 0.8930 3.2099 -2.4090 -0.040 -0.026 0.026 -0.250
C 0.7193 4.1768 -3.3874 0.011 0.009 -0.008 -0.197
C 1.8039 4.9091 -3.8482 -0.087 0.012 -0.032 -0.217
C 3.0632 4.6742 -3.3216 0.061 0.025 -0.011 -0.190
C 3.2366 3.7088 -2.3423 -0.016 -0.070 0.057 -0.244
H 2.5548 0.9197 -1.3668 0.021 0.064 0.038 0.216
H 3.2970 2.0702 -0.2898 -0.052 0.031 -0.039 0.214
H 1.2303 3.6644 0.6227 -0.093 -0.003 -0.031 0.206
H -0.5668 4.1929 2.9661 0.015 0.053 0.001 0.225
H -1.5213 2.4396 4.7925 -0.015 0.008 0.033 0.228
H -0.8684 -0.0141 3.8915 -0.014 0.016 0.018 0.214
H 0.0343 2.6547 -2.0491 0.022 -0.002 0.006 0.226
H -0.2687 4.3580 -3.7871 -0.038 0.015 -0.022 0.219
H 1.6638 5.6646 -4.6094 0.003 0.015 -0.012 0.217
H 3.9116 5.2495 -3.6680 0.015 -0.001 0.003 0.215
H 4.2209 3.5320 -1.9258 0.032 0.001 0.007 0.212
O -3.6416 0.0225 0.8566 0.051 -0.176 0.269 -0.566
C -2.4889 -0.3198 0.9069 -0.312 0.059 -0.224 0.769
O -1.5350 0.2327 0.1670 0.636 -0.016 -0.141 -0.727
C -1.9332 -1.4400 1.7381 -0.778 0.178 0.352 0.070
C -2.6682 -2.0601 2.6835 0.521 -0.145 -0.492 -0.262
C -2.0450 -3.1889 3.3526 0.077 -0.054 -0.028 -0.208
C -0.7967 -3.5600 3.0580 -0.178 0.050 0.077 -0.177
C 0.0705 -2.7879 2.0910 -0.084 -0.460 -0.164 -0.141
N -0.6158 -1.6960 1.4217 0.430 0.584 0.313 -0.646
H -3.6919 -1.7693 2.8579 -0.018 0.035 -0.054 0.245
H -2.6178 -3.7708 4.0630 -0.002 0.007 0.012 0.222
H -0.3519 -4.4304 3.5162 0.021 0.019 0.007 0.231
H 0.4222 -3.4734 1.2961 0.031 -0.018 0.108 0.233
O 1.6827 -1.4562 0.2453 0.191 0.040 0.364 -0.595
N 2.3678 -0.8462 1.2719 0.727 -0.467 0.217 0.146
N 3.9930 -2.7751 4.8450 0.029 0.017 0.019 -0.330
C 2.9755 -2.8717 4.3139 0.159 -0.082 0.191 0.392
N 1.7686 -3.1163 3.7814 -0.238 0.158 -0.560 -0.461
C 1.3870 -2.4276 2.7715 0.781 0.317 0.086 0.447
N 2.2545 -1.3199 2.4055 -0.652 -0.235 0.024 -0.163
```
Positions in Å, forces in eV/Å.

Output
Lowest unoccupied orbital energy in eV: -1.73
ΔE to the lowest compared entry with this formula, charge and spin in kJ/mol: 175.42
Gap between HOMO and LUMO in eV: 6.22

No. 2
Computed, not measured: a molecular structure, C24H26BN6OS4Tc, with ωB97M-V/def2-TZVPD.

```
63
Properties=species:S:1:pos:R:3:forces:R:3:mulliken_spin:R:1
Tc -0.0996 -0.6299 0.8798 0.160 -0.135 0.052 0.920
C 5.0705 0.0069 -0.0266 -0.034 0.009 0.007 0.001
N 3.9698 -0.3286 -0.9354 -0.013 -0.017 -0.020 -0.001
C 4.1294 -0.5633 -2.2823 -0.008 0.016 -0.002 -0.002
C 2.9031 -0.8410 -2.7813 -0.004 0.029 -0.001 -0.002
N 1.9979 -0.7873 -1.7406 -0.025 -0.099 -0.037 -0.005
B 0.4751 -0.9877 -1.9023 0.056 0.007 0.059 -0.001
N 0.0189 -2.4552 -1.9882 0.056 -0.077 0.081 0.000
C -0.1098 -3.1860 -3.1522 0.028 0.004 -0.002 -0.001
C -0.5304 -4.4287 -2.8204 -0.014 0.013 0.047 -0.001
N -0.6730 -4.4521 -1.4493 0.030 -0.029 -0.067 -0.001
C -1.1681 -5.6056 -0.6886 0.011 0.027 0.002 0.000
C -0.3391 -3.2486 -0.9751 -0.027 0.075 0.105 0.015
S -0.4557 -2.8234 0.7309 -0.224 -0.162 -0.130 -0.038
C 2.6728 -0.4728 -0.6336 0.086 0.058 0.041 0.004
S 2.0449 -0.3435 1.0112 0.438 -0.048 0.003 -0.050
H 5.6322 0.8371 -0.4465 0.011 -0.009 -0.002 0.000
H 5.7169 -0.8593 0.0931 0.008 0.006 0.000 0.000
H 4.6688 0.3024 0.9376 0.002 0.001 0.001 0.000
H 5.0922 -0.5001 -2.7596 -0.002 0.001 -0.007 0.000
H 2.5986 -1.0542 -3.7907 0.006 0.000 -0.004 0.000
H 0.0638 -0.3625 -2.8292 -0.042 0.012 0.015 0.000
H -0.0825 -0.4803 -0.9019 -0.203 0.093 -0.130 -0.023
H 0.1005 -2.7567 -4.1159 0.006 -0.017 -0.008 -0.001
H -0.7476 -5.2922 -3.4251 0.007 0.008 -0.016 0.001
H -0.7263 -6.5061 -1.1054 -0.012 -0.007 0.002 0.000
H -2.2522 -5.6537 -0.7608 0.000 -0.007 0.005 0.000
H -0.8685 -5.5121 0.3508 0.001 -0.009 0.002 -0.001
S -0.6282 -0.7590 3.1692 0.030 -0.088 0.044 0.061
C 0.6654 -1.0387 4.2969 -0.077 0.026 0.091 0.008
N 0.2581 -1.1682 5.5891 -0.015 0.006 -0.008 0.014
C 1.1189 -1.3921 6.5992 0.007 0.002 -0.017 -0.003
C 2.4529 -1.4982 6.3121 -0.024 0.002 0.004 0.014
C 2.8129 -1.3606 4.9739 0.033 -0.003 0.007 -0.007
N 1.9415 -1.1341 3.9919 0.003 0.013 -0.075 0.016
H -0.7341 -1.0937 5.7912 0.001 0.000 -0.005 -0.001
H 0.6938 -1.4773 7.5901 0.016 -0.002 0.007 0.000
H 3.1820 -1.6795 7.0869 -0.001 0.000 0.002 0.000
H 3.8529 -1.4354 4.6786 -0.002 0.002 -0.007 0.000
O -1.0603 1.0013 0.6889 -0.268 0.331 0.000 0.073
S -2.4483 1.6400 0.2488 -0.020 0.026 0.021 0.000
C -2.4686 1.5837 -1.4980 0.010 -0.021 -0.103 0.010
C -1.6518 2.3995 -2.2815 -0.015 0.007 0.064 0.000
C -1.7600 2.3100 -3.6548 -0.014 -0.022 -0.032 0.000
C -2.6776 1.4291 -4.2274 0.014 0.009 -0.013 0.000
C -3.4889 0.6267 -3.4380 0.011 -0.008 0.021 0.000
C -3.3895 0.6991 -2.0561 0.047 -0.006 -0.009 0.000
C -2.1845 3.3476 0.6277 -0.049 -0.016 0.030 0.003
C -3.3249 4.1398 0.5611 -0.010 -0.003 0.018 -0.001
C -3.1991 5.4937 0.8247 0.009 -0.002 -0.006 0.001
C -1.9591 6.0233 1.1603 -0.018 0.003 -0.002 0.000
C -0.8378 5.2081 1.2364 0.013 -0.001 0.001 0.001
C -0.9387 3.8505 0.9683 0.015 -0.007 -0.026 0.000
H -0.9749 3.1077 -1.8203 0.004 0.002 -0.010 0.001
H -1.1528 2.9431 -4.2873 0.002 0.004 0.005 0.000
H -2.7722 1.3871 -5.3046 0.000 0.001 -0.001 0.000
H -4.2128 -0.0348 -3.8933 -0.003 0.002 -0.005 0.000
H -4.0324 0.1002 -1.4221 -0.013 0.007 0.000 0.000
H -4.2913 3.7183 0.3098 0.002 -0.006 0.002 0.000
H -4.0709 6.1311 0.7769 0.001 0.002 0.001 0.000
H -1.8691 7.0802 1.3716 0.004 0.000 0.001 0.000
H 0.1200 5.6306 1.5073 0.002 -0.005 -0.002 0.000
H -0.0736 3.2056 1.0303 0.004 0.002 0.003 -0.003
```
Positions in Å, forces in eV/Å.

Output
Lowest unoccupied orbital energy (spin up / spin down) in eV: -9.81 / -10.07
2S+1: 2
Gap between HOMO and LUMO (spin up / spin down) in eV: 6.64 / 6.38
Charge: +3
Expectation value of S²: 0.76

No. 3
Computed, not measured: a molecular structure, C24H26BrCsF3N5O2S3Sb at a distorted geometry, with ωB97M-V/def2-TZVPD.

```
66
Properties=species:S:1:pos:R:3:forces:R:3:mulliken_spin:R:1
Cs -1.8085 -1.0522 -0.2288 0.967 -0.179 -1.640 0.014
C 2.9931 1.1005 -1.5948 0.204 -0.229 -0.014 0.001
C 3.5117 -0.2256 -1.0159 0.075 0.279 -0.075 -0.001
N 2.4869 -1.2327 -1.1258 0.029 0.024 -0.263 -0.016
C 2.7814 -2.4515 -0.4110 0.001 -0.074 -0.358 0.003
C 2.6765 -2.2384 1.0668 0.240 -0.355 0.169 0.000
C 3.3111 -3.0640 1.9976 -0.042 0.074 -0.014 -0.003
C 3.1672 -2.7712 3.3422 -0.071 -0.039 -0.001 -0.001
C 2.4104 -1.6729 3.7214 -0.079 0.083 -0.031 0.000
C 1.8037 -0.9175 2.7230 0.279 -0.223 0.363 0.005
C 0.9706 0.3021 3.0085 -0.159 0.171 0.143 0.000
N 0.9383 1.1539 1.8496 -0.447 0.259 0.141 0.000
C 2.1451 1.8835 1.5831 0.158 0.313 -0.240 0.000
C 2.0551 2.5485 0.1978 0.030 -0.032 0.208 0.000
N 1.8477 1.6932 -0.9428 -0.244 -0.213 0.119 0.000
N 1.9392 -1.2122 1.4466 -0.141 0.082 -0.141 -0.005
H 2.6914 0.8989 -2.6303 0.203 0.047 -0.044 -0.003
H 3.8069 1.8376 -1.6079 -0.063 -0.043 -0.106 0.001
H 3.7683 -0.0976 0.0400 0.043 0.033 -0.024 0.001
H 4.4436 -0.5113 -1.5498 -0.064 0.070 0.088 0.006
H 2.3472 -1.4663 -2.1076 -0.148 -0.182 0.014 0.024
H 3.7754 -2.8693 -0.6705 -0.141 -0.007 0.138 -0.001
H 2.0209 -3.1882 -0.6993 0.106 -0.026 -0.058 -0.006
H 3.9043 -3.9047 1.6667 0.050 -0.044 -0.048 0.000
H 3.6431 -3.3887 4.0953 0.031 -0.012 -0.009 0.000
H 2.2940 -1.3983 4.7604 0.006 0.016 0.107 0.000
H 1.3607 0.8072 3.9197 -0.096 -0.119 -0.154 0.000
H -0.0528 -0.0234 3.2031 -0.057 0.052 0.094 0.000
H 0.1179 1.7433 1.8372 -0.034 0.002 0.074 0.000
H 2.9759 1.1756 1.6133 0.047 0.034 -0.033 0.000
H 2.3531 2.6728 2.3423 0.010 -0.150 -0.107 0.000
H 2.9599 3.1439 0.0258 -0.101 0.058 0.028 0.000
H 1.1983 3.2379 0.2309 0.136 0.135 0.113 0.000
H 1.1726 0.9639 -0.7216 0.043 0.070 -0.079 0.000
S -1.5267 -1.8365 -4.4637 -0.250 -1.269 0.056 0.250
Sb -0.1945 -3.6119 -3.5864 -0.053 0.814 0.299 0.312
S 2.0442 -3.0417 -3.9311 -0.096 -0.121 -0.260 0.191
S -0.5109 -3.7639 -1.2630 0.095 -0.767 -0.443 0.206
F -0.4129 3.7545 -6.9163 -0.009 -0.027 0.265 0.000
C -0.6149 2.4086 -6.9734 0.027 0.393 -0.605 -0.005
F 0.3944 1.9346 -7.7238 0.123 -0.260 0.173 0.000
F -1.7252 2.2720 -7.7382 -0.189 -0.185 0.207 0.000
C -0.7253 1.7919 -5.6182 -0.010 0.016 0.266 -0.003
C -1.5631 2.4026 -4.6678 0.125 -0.237 -0.207 0.025
C -1.5531 1.8712 -3.3913 -0.174 0.484 -0.214 -0.012
N -0.8093 0.8427 -3.0199 0.258 -0.357 0.223 0.026
C -0.1003 0.1999 -3.9548 0.467 0.694 0.368 -0.088
C 0.0089 0.6824 -5.2719 -0.100 0.315 -0.166 0.011
H -2.1583 3.2658 -4.9329 -0.005 0.017 0.109 0.002
H -2.1338 2.3372 -2.6010 -0.094 0.028 -0.041 0.000
H 0.6017 -0.5400 -3.5993 -0.040 -0.193 -0.105 0.068
H 0.6325 0.1710 -5.9894 0.086 -0.034 0.065 0.002
Br -7.0724 -0.4747 7.0129 0.057 0.014 -0.070 0.000
C -5.9256 -0.3160 5.4856 -0.154 0.003 0.248 0.000
C -4.6696 -0.8924 5.5309 -0.101 -0.071 0.167 0.000
C -3.8536 -0.7748 4.4215 0.003 0.085 -0.075 0.000
C -4.2918 -0.1045 3.2884 0.135 -0.120 -0.124 0.000
C -5.5569 0.4652 3.2720 0.159 -0.066 -0.092 0.000
C -6.3834 0.3715 4.3770 -0.136 -0.002 0.107 0.000
C -3.3733 -0.0297 2.0641 -0.817 0.386 0.767 -0.002
O -3.9165 0.2061 0.9758 -0.835 0.458 -0.221 -0.002
O -2.1665 -0.2206 2.2800 0.740 0.100 1.009 0.000
H -4.3406 -1.4283 6.4115 -0.033 0.017 0.005 0.000
H -2.8623 -1.2031 4.4087 0.077 -0.013 0.000 0.000
H -5.8792 0.9723 2.3750 -0.024 0.016 -0.098 0.000
H -7.3717 0.8111 4.3745 -0.001 0.003 0.025 0.000
```
Positions in Å, forces in eV/Å.

Output
Lowest unoccupied orbital energy (spin up / spin down) in eV: 3.32 / 3.32
ΔE to the lowest compared entry with this formula, charge and spin in kJ/mol: 55.92
2S+1: 2
Gap between HOMO and LUMO (spin up / spin down) in eV: 4.59 / 5.03
Charge: -2
Expectation value of S²: 0.76

No. 4
Computed, not measured: 2 unconnected molecules or ions with the total composition C24H26FN3O5S at a distorted geometry, with ωB97M-V/def2-TZVPD.

```
60
Properties=species:S:1:pos:R:3:forces:R:3:nbo_charge:R:1
O 2.8816 1.9738 -0.4440 1.166 -1.507 -0.069 -0.912
S 2.8323 0.5585 -0.7760 -5.308 1.203 1.459 2.319
O 2.2138 0.2145 -2.0095 -0.211 -0.635 -0.888 -0.946
N 1.9510 -0.2038 0.4947 -3.520 -8.257 -13.807 -0.827
H 2.0521 0.2022 1.2043 2.115 7.876 13.533 0.329
C 0.4757 -0.6896 0.3799 2.528 4.722 1.342 -0.215
H 0.3767 -1.0146 -0.5545 -0.241 -1.349 -4.115 0.199
C -0.5067 0.5257 0.5428 0.090 -2.426 6.595 -0.025
C -0.3193 1.7312 -0.3030 -1.231 -7.658 -0.495 0.285
C -0.2499 1.8498 -1.5679 -0.273 5.407 -3.012 -0.302
C -0.0477 3.4623 -1.7516 -1.119 -7.850 -11.619 -0.283
C 0.0891 3.8980 -0.6391 2.626 2.935 10.974 0.052
O 0.0438 2.6902 0.3030 1.965 11.684 5.979 -0.442
H 0.4654 4.8801 -0.1770 -0.923 -2.050 -0.579 0.229
H 0.0775 3.7481 -2.8407 -0.336 0.446 1.956 0.254
H -0.5327 1.1261 -2.1881 -0.781 -2.304 -3.130 0.206
N -1.8082 -0.1874 0.7359 -1.025 3.989 -0.274 -0.446
C -2.8302 0.8200 1.3961 8.473 2.459 0.455 -0.291
C -3.9880 0.2171 1.4933 -10.689 -5.236 8.128 -0.179
N -4.6544 -0.3201 0.4179 0.188 -4.053 -7.068 -0.460
C -6.0357 -0.5078 0.0410 5.193 7.479 6.086 0.106
C -6.7362 -1.5368 -0.2543 4.042 -6.701 -4.153 0.325
C -7.9857 -1.5842 -0.5691 -5.804 -3.893 -0.080 -0.246
C -8.8502 -0.5799 -0.1087 -0.051 1.053 -3.150 -0.219
C -8.2060 0.6695 0.0268 1.590 -0.791 4.942 -0.208
C -6.7566 0.5842 0.4531 -10.108 -8.423 -8.236 -0.127
H -6.3959 1.2797 0.8620 5.374 10.080 5.478 0.162
H -8.7796 1.5076 0.5073 0.540 -0.562 -1.083 0.211
H -9.9318 -0.7169 -0.3298 0.846 0.412 0.476 0.221
H -8.3566 -2.6431 -0.9727 0.649 2.588 0.878 0.246
F -5.8878 -2.6336 -0.7770 -1.766 1.007 1.076 -0.393
C -3.7086 -1.2465 -0.5050 6.162 5.130 15.233 -0.117
C -2.3488 -0.3999 -0.5793 -1.029 -5.953 -1.074 -0.256
H -1.6821 -1.2123 -1.1238 -0.831 1.968 0.723 0.191
H -2.6280 0.3600 -1.2424 0.424 1.983 -0.648 0.193
H -4.0327 -1.3095 -1.3127 -5.556 -1.402 -12.650 0.150
H -3.4302 -2.1193 0.0347 -0.388 -1.078 0.209 0.184
H -4.8189 0.7697 2.3242 2.176 -0.813 -2.757 0.207
H -3.8866 -0.7018 2.2309 0.494 1.149 -0.727 0.163
H -2.5028 1.3370 2.3672 0.082 -1.742 -0.903 0.235
H -2.9176 1.6828 0.8505 0.126 2.227 -2.422 0.192
H -0.4181 0.9017 1.9348 0.489 -0.659 -4.321 0.181
H 0.2358 -1.5175 0.9884 0.054 -0.450 1.334 0.221
C 4.2233 -0.3612 -0.5863 1.823 8.815 3.531 -0.465
C 5.1605 0.4633 0.0401 8.004 -2.208 4.351 -0.181
C 6.6481 -0.2939 0.2682 -6.666 5.060 1.156 0.229
C 6.7898 -1.5906 -0.2718 -2.652 3.757 -0.168 0.200
C 5.8136 -2.2451 -0.9869 -6.418 10.451 2.617 -0.181
C 4.4868 -1.3797 -1.2727 2.767 -10.810 -2.004 -0.146
H 3.5234 -1.8563 -1.6741 2.032 0.282 -0.217 0.248
H 5.9023 -3.0168 -1.5081 1.204 -6.666 -4.038 0.196
O 7.9333 -2.0815 -0.2787 7.724 -2.938 -0.032 -0.494
C 9.1519 -1.2366 0.1180 -8.021 -0.565 5.063 -0.073
C 8.5755 -0.5471 1.5110 2.760 5.528 -4.001 -0.089
H 9.4266 0.1123 1.8936 -1.125 -1.285 0.059 0.200
O 7.4925 0.4864 1.2424 0.001 -4.707 -3.264 -0.503
H 8.1541 -1.1957 2.1477 -0.957 -2.710 2.347 0.186
H 9.7056 -1.9570 0.5385 3.244 -2.288 0.278 0.215
H 9.3075 -0.5309 -0.5723 1.343 2.216 -2.738 0.209
H 5.2441 1.3650 0.8287 -1.268 -1.937 -2.540 0.287
```
Positions in Å, forces in eV/Å.

Output
Lowest unoccupied orbital energy in eV: -0.06
ΔE to the lowest compared entry with this formula, charge and spin in kJ/mol: 2407.13
Gap between HOMO and LUMO in eV: 7.65